(1)
Here is one molecule with the formula C2H4BrN from the Open Molecules 2025 dataset. Energies are from ωB97M-V/def2-TZVPD.

Structure (XYZ):
```
8
Properties=species:S:1:pos:R:3:mulliken_charge:R:1
C 0.44 -0.05 1.00 -0.627
N 0.23 0.48 -0.30 -0.298
C -0.54 0.03 -1.13 -0.073
Br -0.80 0.86 -2.80 -0.148
H 1.64 -0.23 1.20 0.212
H -0.12 -0.97 1.27 0.283
H 0.28 0.68 1.69 0.275
H -1.12 -0.80 -0.93 0.376
```

Values from the calculation:
Kohn-Sham gap = 10.9 eV
E = -73670.1325 eV
SMILES string = C/N=C/Br
Energy relative to the best compared isomer or geometry (same formula, charge and spin) = 0.8599 eV

(2)
Here is C4H7NO as an isolated structure from the Open Molecules 2025 dataset. Energies are from ωB97M-V/def2-TZVPD.

Structure (XYZ):
```
13
Properties=species:S:1:pos:R:3:mulliken_charge:R:1
C -0.83 -0.63 -1.72 -1.047
C -0.24 -0.42 -0.38 0.661
N -0.76 -0.57 0.77 -0.521
C 0.20 0.09 1.67 -0.436
C 0.95 0.88 0.62 -0.354
O 1.12 -0.08 -0.41 -0.378
H -0.48 0.11 -2.44 0.278
H -1.91 -0.65 -1.68 0.321
H -0.43 -1.61 -2.01 0.280
H -0.34 0.74 2.36 0.284
H 0.84 -0.59 2.24 0.289
H 1.91 1.36 0.90 0.329
H -0.01 1.37 0.08 0.294
```

Values from the calculation:
Kohn-Sham gap = 11.0 eV
E = -7797.1406 eV
Energy relative to the best compared isomer or geometry (same formula, charge and spin) = 2.5038 eV

(3)
Here is an isolated ion of composition C3H8NO and charge -1 from the Open Molecules 2025 dataset. Energies are from ωB97M-V/def2-TZVPD.

Structure (XYZ):
```
13
Properties=species:S:1:pos:R:3:mulliken_charge:R:1
N 1.03 -0.36 1.11 -0.742
C 0.18 -1.34 0.52 -0.544
C -1.01 -0.57 -0.29 -0.706
C -0.32 0.68 -1.11 -0.464
O 0.12 1.72 -0.35 -0.904
H 1.10 0.60 0.77 0.386
H 0.54 -0.15 2.00 0.220
H 0.74 -1.83 -0.32 0.344
H -0.43 -1.86 1.30 0.266
H -1.57 -1.03 -1.13 0.375
H -1.58 -0.01 0.38 0.310
H -1.13 1.01 -1.83 0.293
H 0.47 0.06 -1.71 0.166
```

Values from the calculation:
Kohn-Sham gap = 6.9 eV
E = -6776.6843 eV
Charge = -1
SMILES string = NCCC[O-]
Energy relative to the best compared isomer or geometry (same formula, charge and spin) = 1.3077 eV

Copy entry 3 word for word.
Here is an isolated ion of composition C3H8NO and charge -1 from the Open Molecules 2025 dataset. Energies are from ωB97M-V/def2-TZVPD.

Structure (XYZ):
```
13
Properties=species:S:1:pos:R:3:mulliken_charge:R:1
N 1.03 -0.36 1.11 -0.742
C 0.18 -1.34 0.52 -0.544
C -1.01 -0.57 -0.29 -0.706
C -0.32 0.68 -1.11 -0.464
O 0.12 1.72 -0.35 -0.904
H 1.10 0.60 0.77 0.386
H 0.54 -0.15 2.00 0.220
H 0.74 -1.83 -0.32 0.344
H -0.43 -1.86 1.30 0.266
H -1.57 -1.03 -1.13 0.375
H -1.58 -0.01 0.38 0.310
H -1.13 1.01 -1.83 0.293
H 0.47 0.06 -1.71 0.166
```

Values from the calculation:
Kohn-Sham gap = 6.9 eV
E = -6776.6843 eV
Charge = -1
SMILES string = NCCC[O-]
Energy relative to the best compared isomer or geometry (same formula, charge and spin) = 1.3077 eV

energy relative to the best compared isomer or geometry (same formula, charge and spin) of number 2 (C4H7NO)? 2.5038 eV

Repeat the first record exactly.
Here is one molecule with the formula C2H4BrN from the Open Molecules 2025 dataset. Energies are from ωB97M-V/def2-TZVPD.

Structure (XYZ):
```
8
Properties=species:S:1:pos:R:3:mulliken_charge:R:1
C 0.44 -0.05 1.00 -0.627
N 0.23 0.48 -0.30 -0.298
C -0.54 0.03 -1.13 -0.073
Br -0.80 0.86 -2.80 -0.148
H 1.64 -0.23 1.20 0.212
H -0.12 -0.97 1.27 0.283
H 0.28 0.68 1.69 0.275
H -1.12 -0.80 -0.93 0.376
```

Values from the calculation:
Kohn-Sham gap = 10.9 eV
E = -73670.1325 eV
SMILES string = C/N=C/Br
Energy relative to the best compared isomer or geometry (same formula, charge and spin) = 0.8599 eV